(1)
# C9H12N2OS

An isolated molecule of C9H12N2OS at a distorted geometry (ωB97M-V/def2-TZVPD, the OMol25 dataset).

XYZ file:
```
25
C9H12N2OS, DFT ωB97M-V/def2-TZVPD
H 0.25 3.03 -0.67
C -1.66 -0.75 1.30
H 0.90 1.13 1.96
C 1.48 0.09 0.38
S -3.41 -1.14 -0.49
H 2.46 -1.56 -2.22
C 1.96 -1.39 -1.19
O 1.17 -0.12 -1.04
N 2.19 -0.73 0.98
H -2.82 -2.76 1.06
H 3.92 -0.74 -0.36
C -1.67 0.44 0.43
H -1.54 2.83 -1.01
C -2.54 0.30 -0.62
H -0.92 2.17 1.36
C -0.58 2.34 -0.74
H 1.26 -2.24 -0.90
N 0.73 1.10 1.01
H 3.27 -2.53 0.24
C 2.96 -1.41 -0.04
H -2.85 1.09 -1.42
C -0.64 1.61 0.52
H -1.16 -0.87 2.22
C -2.53 -1.69 0.83
H -0.25 1.79 -1.59
```

ΔE to the lowest compared entry with this formula, charge and spin (kcal per mole): 55.3
Kohn-Sham gap (eV): 9.55
Highest occupied orbital energy (eV): -8.73
SMILES string: C[C@H](NC1=NCCO1)c1ccsc1
Largest force on an atom (hartree/bohr): 0.0897

Just the Löwdin charges please, in e? Sure, here they are:
1. H 0.0849
2. C -0.1302
3. H 0.0960
4. C -0.4069
5. S 0.9744
6. H 0.1419
7. C -0.1759
8. O -0.0448
9. N 0.0751
10. H 0.0873
11. H 0.1483
12. C -0.2583
13. H 0.0987
14. C -0.4097
15. H 0.1194
16. C -0.0823
17. H 0.1263
18. N 0.1184
19. H 0.1439
20. C -0.2426
21. H 0.1121
22. C -0.2830
23. H 0.0952
24. C -0.4555
25. H 0.0674

=====

(2)
# C9H12N3O

A cluster of 2 separate species, C9H12N3O in total at a distorted geometry (ωB97M-V/def2-TZVPD, the OMol25 dataset).

XYZ file:
```
25
C9H12N3O, DFT ωB97M-V/def2-TZVPD
H -3.52 -1.15 -1.58
C 0.75 -0.24 -0.06
C 3.22 -0.29 0.03
H 2.03 -1.93 -0.18
C -5.47 -0.50 0.98
N 0.81 1.11 -0.01
H 4.19 1.61 0.31
H 1.86 2.86 0.10
H 5.36 -0.78 -0.25
H -1.11 1.87 0.12
C -3.54 -0.32 -0.84
H -2.49 1.56 0.77
C 4.41 -1.22 0.00
C 1.93 1.72 0.05
N -1.91 1.32 -0.02
H -1.51 -0.04 -1.50
H 4.09 -2.05 -0.59
H -5.20 -1.20 1.77
H 4.60 -1.48 1.03
C -4.57 -0.25 0.05
C -2.27 0.38 -0.84
H -6.48 -0.20 0.84
N 1.94 -0.94 -0.02
C 3.17 1.05 0.05
O -0.30 -0.89 -0.22
```

Charge: +1
ΔE to the lowest compared entry with this formula, charge and spin (kcal per mole): 65.9
Kohn-Sham gap (eV): 8.42
Highest occupied orbital energy (eV): -12.55
Largest force on an atom (hartree/bohr): 0.0793

Just the Löwdin charges please, in e? Sure, here they are:
1. H 0.1332
2. C -0.4855
3. C -0.2284
4. H 0.1575
5. C 0.0766
6. N 0.1037
7. H 0.1660
8. H 0.1476
9. H 0.0912
10. H 0.0900
11. C -0.0484
12. H 0.1415
13. C 0.0128
14. C -0.1110
15. N 0.2020
16. H 0.1298
17. H 0.0787
18. H 0.0971
19. H 0.1001
20. C -0.0046
21. C -0.0829
22. H 0.0771
23. N 0.1899
24. C -0.0328
25. O -0.0013

=====

(3)
# C9H12N3O2

A cluster of 2 separate species, C9H12N3O2 in total at a distorted geometry (ωB97M-V/def2-TZVPD, the OMol25 dataset).

XYZ file:
```
26
C9H12N3O2, DFT ωB97M-V/def2-TZVPD
H -0.35 3.36 3.15
H -2.33 -3.36 -2.80
C 0.48 2.94 2.61
N 0.62 -1.07 -1.80
H 1.13 -0.76 0.30
C -0.64 -1.97 -0.23
C -2.29 -3.07 -1.75
O -3.39 -1.15 -2.21
N 1.29 1.24 1.12
H -0.67 1.34 1.74
C 1.74 3.50 2.68
H -1.07 -2.28 0.71
H 3.78 3.33 1.99
H -0.52 -1.87 -3.52
O -3.41 -2.29 -1.39
C 2.50 1.80 1.20
H -2.28 -3.95 -1.10
H -3.23 -0.38 -1.65
C 0.46 -1.20 -0.46
C 0.31 1.81 1.82
H 1.33 -0.57 -2.32
C -0.34 -1.75 -2.46
H 3.27 1.31 0.62
C 2.78 2.92 1.96
H 1.92 4.38 3.28
N -1.08 -2.26 -1.50
```

Charge: +1
ΔE to the lowest compared entry with this formula, charge and spin (kcal per mole): 24.3
Kohn-Sham gap (eV): 9.57
Highest occupied orbital energy (eV): -12.50
Largest force on an atom (hartree/bohr): 0.0617

Just the Löwdin charges please, in e? Sure, here they are:
1. H 0.1092
2. H 0.1485
3. C -0.0582
4. N 0.1290
5. H 0.1100
6. C 0.0283
7. C -0.1024
8. O 0.0035
9. N 0.0135
10. H 0.1021
11. C -0.0577
12. H 0.1499
13. H 0.1099
14. H 0.1757
15. O -0.0923
16. C -0.1464
17. H 0.1576
18. H 0.1206
19. C -0.0326
20. C -0.1500
21. H 0.1837
22. C -0.0136
23. H 0.1046
24. C -0.0567
25. H 0.1147
26. N -0.0507

=====

(4)
# C9H12N4

An isolated molecule of C9H12N4 at a distorted geometry (ωB97M-V/def2-TZVPD, the OMol25 dataset).

XYZ file:
```
25
C9H12N4, DFT ωB97M-V/def2-TZVPD
C 2.76 -0.67 -1.02
H -3.31 -2.00 0.65
C 2.65 0.65 1.06
N -0.48 2.66 -0.48
H 4.51 -0.12 -0.04
C 1.41 -0.78 -1.00
H 0.61 -1.41 -1.52
H 3.27 -1.18 -1.84
N -0.78 -0.28 -0.13
H -0.79 3.61 -0.48
N -1.57 1.87 -0.30
C 1.24 0.52 1.07
C -2.68 -1.42 0.00
H -0.06 2.42 -1.42
C 3.43 -0.09 0.13
N -2.92 0.05 0.13
H 0.66 0.99 1.87
H -3.80 0.47 0.00
H 3.15 0.90 1.95
C -1.76 0.72 0.04
H -2.77 -1.67 -1.16
H -1.36 -1.31 1.62
H -0.77 -2.37 0.41
C 0.65 -0.16 -0.01
C -1.29 -1.40 0.49
```

ΔE to the lowest compared entry with this formula, charge and spin (kcal per mole): 76.2
Kohn-Sham gap (eV): 8.29
Highest occupied orbital energy (eV): -7.32
SMILES string: N/N=C1/NCCN1c1ccccc1
Largest force on an atom (hartree/bohr): 0.1068

Just the Löwdin charges please, in e? Sure, here they are:
1. C -0.0888
2. H 0.1013
3. C -0.0719
4. N -0.0085
5. H 0.0941
6. C -0.0615
7. H 0.1456
8. H 0.1012
9. N -0.0330
10. H 0.0598
11. N -0.0231
12. C -0.0106
13. C -0.1402
14. H 0.1109
15. C -0.0575
16. N 0.0706
17. H 0.1186
18. H 0.1208
19. H 0.0763
20. C -0.4507
21. H 0.1594
22. H 0.1428
23. H 0.1405
24. C -0.2427
25. C -0.2533

=====

(5)
# C9H12N4S2

An isolated molecule of C9H12N4S2 at a distorted geometry (ωB97M-V/def2-TZVPD, the OMol25 dataset).

XYZ file:
```
27
C9H12N4S2, DFT ωB97M-V/def2-TZVPD
S 1.84 -0.80 -0.27
H -0.29 2.16 3.81
H 1.06 -1.53 -2.41
N -1.01 1.79 -0.68
C 1.09 1.61 -1.54
H 0.28 2.66 2.25
H -0.02 -0.46 1.44
N -1.71 -1.24 -0.97
C -0.13 2.31 -1.52
C -0.05 1.89 2.77
N -1.79 -0.96 0.35
C 0.86 0.65 -0.55
H -3.26 -1.47 1.92
S -1.62 1.09 2.31
C -3.44 -2.36 0.00
H 2.13 1.95 -1.90
C -2.71 -2.14 -1.15
H 0.55 1.04 2.75
H 2.37 -0.64 -2.62
C -2.76 -1.60 0.99
C 2.03 -1.41 -2.01
H -2.80 -2.55 -2.16
C -0.89 0.02 0.98
H -0.26 3.28 -2.07
N -0.36 0.81 -0.05
H -4.33 -2.96 0.14
H 2.61 -2.27 -1.91
```

ΔE to the lowest compared entry with this formula, charge and spin (kcal per mole): 54.9
Kohn-Sham gap (eV): 9.15
Highest occupied orbital energy (eV): -8.53
SMILES string: CSc1ccnn1[C@@H](SC)n1cccn1
Largest force on an atom (hartree/bohr): 0.1082

Just the Löwdin charges please, in e? Sure, here they are:
1. S 0.8758
2. H 0.0467
3. H 0.0214
4. N 0.0961
5. C -0.0802
6. H -0.0087
7. H 0.0832
8. N 0.1046
9. C -0.1596
10. C -0.3339
11. N -0.1344
12. C -0.5789
13. H 0.1069
14. S 0.8699
15. C -0.0684
16. H 0.1358
17. C -0.1583
18. H 0.0035
19. H 0.0105
20. C -0.0931
21. C -0.3251
22. H 0.1059
23. C -0.5160
24. H 0.1202
25. N -0.2233
26. H 0.0919
27. H 0.0076

=====

(6)
# C9H12NNiOS9

A structure of composition C9H12NNiOS9 (ωB97M-V/def2-TZVPD, the OMol25 dataset).

XYZ file:
```
33
C9H12NNiOS9, DFT ωB97M-V/def2-TZVPD
C 1.85 2.19 1.66
C 1.23 3.08 4.04
C 0.72 -2.17 -1.22
C -2.20 -0.27 -1.46
C 1.51 -1.99 0.06
O 2.26 1.84 -3.10
S -0.46 2.38 0.16
Ni 1.17 1.42 -1.18
C 0.54 2.52 1.57
H -2.87 -1.47 1.95
C -0.78 -1.91 1.70
S 2.82 1.55 0.36
H 1.73 -2.98 0.47
C -2.07 -1.21 1.26
S 0.52 -0.66 -2.22
S -2.71 -1.66 -0.39
S 0.27 2.55 -4.45
H -1.77 0.50 -0.82
H 1.22 -2.89 -1.86
H -0.81 -2.04 2.78
S 2.60 2.45 3.21
C -1.25 -0.65 -2.59
H -1.49 -1.63 -3.00
S 1.24 3.51 5.64
N 1.07 2.24 -3.08
S 0.73 -0.97 1.33
H 2.47 -1.50 -0.12
H -3.11 0.13 -1.90
H -1.33 0.08 -3.40
H -1.94 -0.13 1.29
H -0.71 -2.91 1.26
H -0.28 -2.54 -1.00
S -0.17 3.15 3.04
```

Charge: -1
Multiplicity: 3
ΔE to the lowest compared entry with this formula, charge and spin (kcal per mole): 0.0
Kohn-Sham gap (alpha / beta) (eV): 6.34 / 6.45
Highest occupied orbital energy (alpha / beta) (eV): -4.10 / -4.22
Largest force on an atom (hartree/bohr): 0.0148

Just the Löwdin charges please, in e? Sure, here they are:
1. C -1.1778
2. C -1.5367
3. C -0.4900
4. C -0.5276
5. C -0.5501
6. O -0.2714
7. S 0.5528
8. Ni 0.0379
9. C -1.1657
10. H 0.0606
11. C -0.5233
12. S 0.5360
13. H 0.0766
14. C -0.5350
15. S 0.8998
16. S 0.8518
17. S 0.4873
18. H -0.0206
19. H 0.0749
20. H 0.0642
21. S 0.8753
22. C -0.5010
23. H 0.0745
24. S 0.4358
25. N -0.7895
26. S 0.8685
27. H 0.0525
28. H 0.0710
29. H 0.0481
30. H 0.0521
31. H 0.0679
32. H 0.0280
33. S 0.8729

=====

(7)
# C9H12NO2

The ion C9H12NO2 with charge +1 at a distorted geometry (ωB97M-V/def2-TZVPD, the OMol25 dataset).

XYZ file:
```
24
C9H12NO2, DFT ωB97M-V/def2-TZVPD
C 1.28 -2.28 -1.54
C -0.73 0.77 -0.28
H 1.38 -2.40 -2.61
C -1.45 -0.10 0.58
C 0.07 -1.76 -0.80
H 2.25 -2.14 -1.14
H -0.75 2.17 -1.74
H -2.04 2.36 -0.89
H -0.51 -3.81 -1.14
N -1.51 1.54 -1.26
C -2.42 -0.01 1.48
H -2.67 -0.97 1.98
H 0.66 -3.57 0.15
O 0.60 2.67 -0.47
C 2.22 1.71 1.75
H 1.80 2.34 2.47
H -2.13 0.99 -1.87
O 1.10 1.05 1.12
H -2.92 0.97 1.70
C -0.59 -0.81 -0.32
H 2.69 0.83 2.32
H 2.96 2.05 1.03
C 0.25 -3.21 -0.71
C 0.45 1.61 0.17
```

Charge: +1
ΔE to the lowest compared entry with this formula, charge and spin (kcal per mole): 115.0
Kohn-Sham gap (eV): 9.60
Highest occupied orbital energy (eV): -13.16
SMILES string: C=C1C(=C2CC2)[C@]1([NH3+])C(=O)OC
Largest force on an atom (hartree/bohr): 0.1154

Just the Löwdin charges please, in e? Sure, here they are:
1. C 0.0091
2. C -0.2318
3. H 0.0996
4. C -0.2061
5. C -0.1687
6. H 0.0891
7. H 0.1996
8. H 0.1931
9. H 0.1116
10. N 0.2413
11. C 0.1338
12. H 0.0954
13. H 0.0782
14. O 0.0876
15. C 0.0324
16. H 0.0831
17. H 0.1904
18. O 0.0263
19. H 0.1004
20. C 0.0183
21. H 0.1356
22. H 0.1138
23. C -0.0114
24. C -0.4208

=====

(8)
# C9H12O2S

An isolated molecule of C9H12O2S at a distorted geometry (ωB97M-V/def2-TZVPD, the OMol25 dataset).

XYZ file:
```
24
C9H12O2S, DFT ωB97M-V/def2-TZVPD
C -0.52 -0.45 0.21
H -2.33 0.65 -1.92
H -2.49 2.16 -0.88
H -0.83 -2.10 -1.14
C -2.32 1.15 -0.88
H 1.16 0.60 1.73
O -2.47 -1.83 0.07
C -0.02 1.98 -0.32
C 1.27 -1.90 1.17
S 1.82 -1.09 -1.46
C -0.98 0.90 -0.19
C 1.10 -0.65 0.23
C -1.33 -1.61 -0.29
H 2.26 -2.07 1.56
C 1.68 0.66 0.79
H -0.39 2.81 -0.98
H -3.11 0.61 -0.33
H 0.81 -0.88 -2.22
H 0.70 -1.68 2.05
H 2.71 0.59 0.91
H 1.07 -2.73 0.55
C 1.24 1.87 0.07
O -1.04 0.39 1.12
H 2.01 2.63 0.14
```

ΔE to the lowest compared entry with this formula, charge and spin (kcal per mole): 54.1
Kohn-Sham gap (eV): 9.82
Highest occupied orbital energy (eV): -9.29
SMILES string: C[C@]1(S)CC=C[C@]2(C)O[C@]12C=O
Largest force on an atom (hartree/bohr): 0.0882

Just the Löwdin charges please, in e? Sure, here they are:
1. C -0.3723
2. H 0.1266
3. H 0.0407
4. H 0.1217
5. C 0.0218
6. H 0.1276
7. O 0.0890
8. C -0.0149
9. C -0.0752
10. S 0.8028
11. C -0.4039
12. C -0.6142
13. C -0.1747
14. H 0.0767
15. C -0.1888
16. H 0.1332
17. H 0.0951
18. H -0.1837
19. H 0.0940
20. H 0.0947
21. H 0.0499
22. C -0.0603
23. O 0.0998
24. H 0.1144

=====

(9)
# C9H12O3

An isolated molecule of C9H12O3 at a distorted geometry (ωB97M-V/def2-TZVPD, the OMol25 dataset).

XYZ file:
```
24
C9H12O3, DFT ωB97M-V/def2-TZVPD
H 1.28 0.49 -3.84
O 0.08 0.52 2.46
H 1.45 -1.36 -3.86
H -1.98 -0.94 -1.20
H 2.06 1.08 0.48
C -2.28 -0.41 1.27
H 2.04 0.35 3.12
H 2.19 0.31 -1.73
H 1.02 1.36 4.10
O -0.35 -0.68 -3.00
C -1.09 -0.56 -0.86
C -0.06 -0.34 -1.71
H -2.56 0.54 1.88
O -2.09 -1.48 2.16
H 0.26 -0.64 -4.89
C 0.74 -0.45 -3.90
C 1.18 0.20 -1.19
C -1.09 -0.10 0.48
H -1.56 -1.05 2.83
H -3.09 -0.88 0.66
C 1.27 1.08 3.11
C 0.09 0.45 1.07
H 1.37 1.93 2.43
C 1.12 0.60 0.14
```

ΔE to the lowest compared entry with this formula, charge and spin (kcal per mole): 59.8
Kohn-Sham gap (eV): 8.82
Highest occupied orbital energy (eV): -8.02
SMILES string: COc1ccc(OC)c(CO)c1
Largest force on an atom (hartree/bohr): 0.0736

Just the Löwdin charges please, in e? Sure, here they are:
1. H 0.0797
2. O -0.1213
3. H 0.1166
4. H 0.1022
5. H 0.1097
6. C -0.2432
7. H 0.0858
8. H 0.1332
9. H 0.0798
10. O -0.0866
11. C 0.0392
12. C -0.2856
13. H 0.1561
14. O -0.0427
15. H 0.0959
16. C -0.0936
17. C -0.0053
18. C -0.1209
19. H 0.0658
20. H 0.1288
21. C -0.0192
22. C -0.2142
23. H 0.0956
24. C -0.0559

=====

| no. | calculated total energy (eV) |
| --- | --- |
| 1 | -25388.35911 |
| 2 | -16036.78497 |
| 3 | -18083.61934 |
| 4 | -15484.58533 |
| 5 | -37155.55600 |
| 6 | -151627.26886 |
| 7 | -15101.07726 |
| 8 | -24454.94373 |
| 9 | -15667.47743 |